[1]
The following is a DFT calculation (wB97M-V/def2-TZVPD) of a 9-piece molecular cluster, C44H35Cl8F7 overall.

The geometry in XYZ format:
```
94
Properties=species:S:1:pos:R:3
Cl 32.93087 -20.20676 -1.91405
C 33.33040 -20.13114 -0.18942
Cl 32.43161 -18.82215 0.56920
Cl 32.83840 -21.66862 0.57383
Cl 35.06330 -19.91971 -0.00093
Cl 27.11334 -27.69088 -3.65211
C 27.04748 -26.07065 -4.35063
Cl 25.36837 -25.61610 -4.62995
Cl 27.79571 -24.90825 -3.25916
Cl 27.93395 -26.06693 -5.88850
F 35.15811 -22.03564 -2.62576
C 35.67325 -23.25329 -2.35901
C 35.52203 -24.26507 -3.27887
C 36.13597 -25.48270 -3.05083
C 36.79125 -25.69478 -1.84136
C 36.87259 -24.69040 -0.88863
C 36.33658 -23.44210 -1.16276
H 35.00814 -24.05101 -4.20811
H 36.11418 -26.30725 -3.74948
H 37.25197 -26.65567 -1.64405
H 37.40194 -24.85713 0.03955
H 36.38164 -22.62316 -0.45578
F 22.54228 -17.04213 -1.17360
C 23.44151 -17.75795 -1.88883
C 24.59363 -17.12633 -2.32149
C 25.52195 -17.86697 -3.03507
C 25.25824 -19.19059 -3.35135
C 24.12532 -19.81634 -2.86964
C 23.17239 -19.07475 -2.17669
H 24.70536 -16.07592 -2.08469
H 26.45442 -17.43542 -3.37486
H 26.02002 -19.75606 -3.87614
H 23.93611 -20.86236 -3.06704
H 22.27517 -19.57142 -1.83166
F 30.58413 -24.14570 -8.00477
C 30.91605 -24.33882 -9.30168
C 31.90288 -23.56142 -9.84773
C 32.21243 -23.74939 -11.19417
C 31.56986 -24.73115 -11.93652
C 30.58969 -25.50325 -11.34904
C 30.24586 -25.30459 -10.01821
H 32.44698 -22.80870 -9.29353
H 32.95225 -23.10099 -11.64444
H 31.80294 -24.81765 -12.99060
H 30.09823 -26.29463 -11.89922
H 29.55274 -25.98383 -9.54130
F 34.67102 -23.20699 -7.19878
C 35.45503 -24.29884 -7.06424
C 34.97745 -25.52622 -7.45760
C 35.77562 -26.64560 -7.26589
C 37.04477 -26.51554 -6.72711
C 37.53866 -25.26029 -6.40777
C 36.72894 -24.13569 -6.55661
H 33.96902 -25.60953 -7.84122
H 35.39814 -27.62379 -7.53099
H 37.65645 -27.39531 -6.56991
H 38.49007 -25.12724 -5.90926
H 37.11256 -23.14812 -6.33476
F 31.73444 -16.33158 -6.27776
C 30.43051 -16.22438 -6.61566
C 30.03165 -15.18236 -7.42150
C 28.69187 -15.09376 -7.78607
C 27.77590 -16.00960 -7.29922
C 28.19172 -17.03604 -6.47046
C 29.53860 -17.15614 -6.14752
H 30.76574 -14.50446 -7.83772
H 28.34929 -14.32092 -8.45992
H 26.72431 -15.90463 -7.53784
H 27.55764 -17.79485 -6.03098
H 29.87194 -17.96380 -5.50779
F 28.91897 -20.35761 -4.21412
C 29.93566 -21.15194 -4.62296
C 29.60677 -22.47201 -4.90762
C 30.62142 -23.36601 -5.20766
C 31.93386 -22.90774 -5.29861
C 32.22689 -21.56748 -5.08665
C 31.21763 -20.67028 -4.74266
H 28.58542 -22.80992 -4.82265
H 30.41358 -24.42747 -5.22516
H 32.75943 -23.57689 -5.50594
H 33.24934 -21.22392 -5.17512
H 31.45015 -19.64962 -4.46183
F 37.20718 -19.04059 -3.30514
C 36.51426 -19.19709 -4.45115
C 37.14636 -19.73916 -5.55116
C 36.41534 -19.88463 -6.72268
C 35.10481 -19.44528 -6.80211
C 34.50517 -18.85475 -5.69328
C 35.21421 -18.74866 -4.50410
H 38.18954 -20.02014 -5.49687
H 36.87578 -20.38340 -7.56727
H 34.54431 -19.54397 -7.72243
H 33.49169 -18.48840 -5.79439
H 34.73942 -18.29598 -3.64280
```

Results
HOMO level (eV): -9.13
Structure (SMILES): ClC(Cl)(Cl)Cl.ClC(Cl)(Cl)Cl.Fc1ccccc1.Fc1ccccc1.Fc1ccccc1.Fc1ccccc1.Fc1ccccc1.Fc1ccccc1.Fc1ccccc1

Löwdin atomic charge list, values in e, 4 entries: 0.573 -2.035 0.536 0.512

[2]
The following is a DFT calculation (wB97M-V/def2-TZVPD) of a 2-piece molecular cluster, C4H9NO2 overall.

The geometry in XYZ format:
```
16
Properties=species:S:1:pos:R:3
C -1.60333 -1.81524 -0.74530
C -0.30581 1.33202 -0.37854
O -0.62990 2.59258 -0.20235
C 0.16653 0.81508 0.97094
N 1.19874 -0.18337 0.78222
C 2.24245 0.12774 -0.02343
O 2.38067 1.22104 -0.54074
H -0.90834 -2.65881 -0.78145
H -2.43812 -2.00882 -1.42358
H -1.99313 -1.70792 0.27265
H -1.09390 -0.89331 -1.04187
H -0.95696 2.92660 -1.05132
H 0.50472 1.61650 1.64311
H -0.70397 0.32807 1.42924
H 1.07579 -1.12843 1.10837
H 2.96483 -0.69714 -0.15722
```

Results
HOMO level (eV): -8.56
ΔE to the lowest compared entry with this formula, charge and spin (eV): 3.513

Löwdin atomic charge list, values in e, 4 entries: -0.059 -0.065 0.026 -0.217

[3]
The following is a DFT calculation (wB97M-V/def2-TZVPD) of an isolated ion of composition C5H9N2 and charge +1 at a distorted geometry.

The geometry in XYZ format:
```
16
Properties=species:S:1:pos:R:3
C -1.99406 0.40291 -0.64656
C -1.36806 0.15072 0.71115
C 0.10181 -0.11311 0.45171
N 0.97738 -0.99307 0.93538
C 2.18274 -0.78629 0.31647
C 2.07777 0.26936 -0.46630
N 0.78290 0.71347 -0.39770
H -3.07949 0.43415 -0.56224
H -1.72063 -0.42225 -1.21560
H -1.63257 1.31432 -1.15467
H -1.81319 -0.76943 1.15833
H -1.46527 1.06582 1.30203
H 0.71781 -1.83341 1.34983
H 3.00579 -1.45314 0.48498
H 2.94006 0.60182 -1.24101
H 0.28701 1.41810 -1.02581
```

Results
HOMO level (eV): -14.37
ΔE to the lowest compared entry with this formula, charge and spin (eV): 1.160
Structure (SMILES): CCc1[nH]cc[nH+]1
Net charge: +1

Löwdin atomic charge list, values in e, 4 entries: -0.083 -0.124 -0.215 0.176

[4]
The following is a DFT calculation (wB97M-V/def2-TZVPD) of C29H52NdP2Si as an isolated structure at a distorted geometry.

The geometry in XYZ format:
```
85
Properties=species:S:1:pos:R:3
Nd 0.23130 -1.00064 0.43734
C -0.43360 -3.06754 2.30739
C 0.93547 -3.22820 1.90009
C 0.82954 -1.49539 3.43143
C -0.48070 -2.00486 3.25563
C 1.70377 -2.18872 2.53189
C -1.56803 -3.95460 1.97809
H -1.35536 -4.59566 1.11509
H -2.47384 -3.37891 1.73915
H -1.83268 -4.61548 2.82245
C -1.67605 -1.50858 3.97873
H -2.53031 -2.17382 3.83799
H -1.96271 -0.51233 3.61605
H -1.48238 -1.41061 5.05756
C 1.20153 -0.42713 4.37480
H 0.74363 -0.58326 5.36242
H 0.85160 0.54398 4.00577
H 2.28638 -0.37401 4.51196
C 3.15419 -1.90194 2.37345
H 3.74609 -2.32856 3.20080
H 3.34949 -0.81722 2.36182
H 3.55656 -2.30080 1.43394
C 1.45986 -4.23999 0.94365
H 1.88166 -5.09225 1.49915
H 2.26713 -3.85028 0.30070
H 0.67752 -4.64643 0.28676
C -1.46345 0.40012 -4.62251
C -1.63686 -0.94434 -4.60982
C -0.80065 -1.84759 -5.45602
C 0.70097 -1.48317 -5.44872
C 1.24346 -0.88310 -4.17781
C 1.47679 0.43565 -4.10075
C 0.89320 1.43933 -5.03602
C -0.54810 1.14629 -5.54518
H -1.16444 -1.81378 -6.50706
H 0.86932 -0.82547 -6.31103
H -0.94237 -2.90439 -5.16654
H -0.48334 0.67191 -6.52934
H -2.15337 1.01680 -4.04565
H -2.48896 -1.39475 -4.08110
H -1.03442 2.12059 -5.71417
H 0.90455 2.44217 -4.56750
H 2.18414 0.88055 -3.40675
H 1.53573 1.56129 -5.92927
H 1.27421 -2.39602 -5.67872
H 1.64909 -1.57099 -3.43094
P -1.76280 0.00975 -1.21654
P 1.91643 1.08886 -0.45935
C -0.57960 1.22990 -2.04291
C 0.54878 2.02461 -1.34584
H -1.22613 1.95559 -2.54704
H -0.16146 0.58388 -2.82053
H 1.06951 2.63734 -2.10147
H 0.08533 2.69335 -0.60593
C 2.54144 2.24635 0.78097
H 3.47535 1.84487 1.19926
H 1.78772 2.29281 1.57399
H 2.71187 3.24398 0.35016
C 3.35658 0.61632 -1.47586
H 3.73550 1.45652 -2.06247
H 3.09354 -0.20819 -2.13948
H 4.13751 0.24039 -0.80882
C -3.43194 0.11857 -1.90642
H -4.04958 -0.61265 -1.37033
H -3.51066 -0.09606 -2.97274
H -3.85097 1.10975 -1.71746
C -1.02451 -1.61923 -1.88731
H -0.04339 -2.04920 -1.55497
H -0.83286 -1.46149 -2.94984
H -1.78501 -2.40666 -1.81383
C -2.51342 4.16259 3.36037
Si -1.18319 3.01733 4.00968
C 0.20414 4.09980 4.67800
C -1.87003 2.08898 5.50511
C -0.63361 1.85092 2.66313
C -0.35030 1.01601 1.77279
H -2.81537 4.88764 4.13134
H -3.39682 3.59363 3.04615
H -2.12549 4.70790 2.48876
H -0.15949 4.64755 5.56370
H 1.07802 3.50933 4.98283
H 0.52370 4.83855 3.93059
H -2.81831 1.59062 5.26432
H -1.17495 1.33198 5.89394
H -2.06115 2.81993 6.30489
```

Results
HOMO level (alpha / beta) (eV): -9.78 / -9.78
Spin multiplicity: 4
ΔE to the lowest compared entry with this formula, charge and spin (eV): 0.000
Net charge: +1

Löwdin atomic charge list, values in e, 4 entries: 1.477 -0.333 -0.361 -0.265

[5]
The following is a DFT calculation (wB97M-V/def2-TZVPD) of C20H14BrCrIN2O8 as an isolated structure at a distorted geometry.

The geometry in XYZ format:
```
47
Properties=species:S:1:pos:R:3
Cr -0.14379 0.14228 -0.04346
C 2.94013 -0.17193 -1.64946
C 1.95415 -1.11058 -1.96516
C 1.30833 -1.49575 -0.77575
C 1.91037 -0.77413 0.29773
C 2.93058 0.02124 -0.26547
H 3.60148 0.30450 -2.35218
H 1.72591 -1.48547 -2.95039
H 0.70792 -2.39425 -0.67353
H 1.88126 -1.09019 1.33110
H 3.59151 0.67407 0.27963
O -4.20254 0.74763 -0.32703
C -3.14782 0.17147 -0.10511
O -2.01251 0.60695 -0.51404
C -3.16426 -1.13288 0.67199
C -4.35664 -1.80182 0.79337
C -4.43811 -3.00675 1.51401
C -3.31805 -3.50293 2.16388
C -2.10678 -2.84724 2.06770
C -1.96686 -1.66265 1.26012
O -0.82401 -1.14748 1.07080
N -0.98913 -3.37151 2.76770
O -1.12864 -4.44771 3.33965
O 0.05449 -2.73632 2.79710
N -5.65421 -3.72906 1.59246
O -5.67035 -4.76177 2.25103
O -6.63039 -3.29565 0.99472
H -5.24160 -1.39199 0.32761
H -3.38992 -4.41471 2.74095
C -0.20714 1.17561 2.82935
C -0.05660 1.53338 1.38047
O 0.05209 2.67741 0.99748
H 0.10216 2.00914 3.45891
H 0.36827 0.28262 3.06265
H -1.26070 0.96444 3.01913
Br 1.94875 5.07540 -1.30449
C 0.07878 4.85161 -1.24662
C -0.70734 5.91194 -0.83342
C -2.08244 5.75794 -0.77672
C -2.66600 4.55929 -1.15333
C -1.87710 3.50101 -1.56628
C -0.50025 3.64221 -1.59862
I 0.71898 1.93837 -2.01043
H -0.23944 6.83843 -0.53059
H -2.68606 6.57793 -0.42261
H -3.73511 4.43137 -1.10821
H -2.32698 2.55275 -1.82061
```

Results
HOMO level (alpha / beta) (eV): -5.05 / -5.47
Spin multiplicity: 4
ΔE to the lowest compared entry with this formula, charge and spin (eV): 1.241
Net charge: -1

Löwdin atomic charge list, values in e, 4 entries: 0.604 -0.265 -0.197 -0.252